(1)
This record from OMol25 describes a 14-piece molecular cluster, C23H74N10O23 overall. The level of theory is the ωB97M-V functional and the def2-TZVPD basis.

Positions of all 130 atoms, in Å:
C -5.23883 -1.20574 0.51829
C -5.26595 -1.53103 1.94769
O -3.99575 -1.74325 2.51758
O -4.81874 -2.35834 -0.11016
H -4.57096 -0.33518 0.40523
H -6.22414 -0.91781 0.11255
H -5.96703 -2.31625 2.25600
H -5.57365 -0.59065 2.41927
H -3.44060 -2.30557 1.97599
H -4.88540 -2.24097 -1.06394
C -1.05321 -4.15628 0.37276
C 0.44418 -4.23098 0.45737
O 1.00921 -5.00461 -0.56500
O -1.38152 -3.65817 -0.89468
H -1.44464 -3.46954 1.14449
H -1.44714 -5.16811 0.55171
H 0.71671 -4.78220 1.37502
H 0.88856 -3.23471 0.50493
H 0.98298 -4.50709 -1.38578
H -2.33291 -3.66857 -1.01068
C 0.29369 3.23525 -2.42396
C -0.33016 4.57144 -2.04559
O 0.67696 5.49113 -1.55928
O 1.01429 3.23515 -3.69042
H -0.43229 2.42690 -2.51404
H 1.00330 2.99227 -1.61677
H -1.15923 4.47074 -1.32910
H -0.72958 4.93076 -3.00080
H 0.37302 6.39774 -1.65336
H 1.70242 3.90624 -3.61328
C 2.95915 2.96695 3.11011
C 2.59838 1.75637 2.29746
O 2.04400 2.18441 0.97545
O 3.84205 3.89239 2.44753
H 3.56118 2.61241 3.95674
H 2.04214 3.44123 3.51730
H 1.92457 1.14176 2.92801
H 3.51292 1.18855 2.07380
H 1.63508 1.42418 0.49290
H 3.42146 4.24400 1.65945
C -4.37168 2.97518 1.04987
C -3.91254 3.04645 -0.32566
O -3.67983 1.77884 -0.85312
O -5.73213 2.47517 1.13911
H -4.42947 4.04212 1.34858
H -3.62863 2.46886 1.67874
H -3.02792 3.70032 -0.27379
H -4.68231 3.54056 -0.92468
H -3.36695 1.82820 -1.75778
H -5.92282 2.14630 2.01698
C -0.07154 -0.19520 -0.52630
C -0.91820 0.56524 0.37299
O -0.58044 0.34918 1.74668
O 1.24777 0.17712 -0.63263
H -0.55132 0.03847 -1.48464
H -0.18652 -1.28167 -0.36129
H -1.96631 0.39328 0.10595
H -0.68141 1.61609 0.13904
H -0.53130 1.22152 2.15586
H 1.85778 -0.55243 -0.32806
C 0.97653 -1.26251 4.07446
C 1.22440 -2.38554 5.04495
O 2.55778 -2.89047 4.98247
O 0.83592 -1.77850 2.76461
H 1.87709 -0.61517 4.07546
H 0.13288 -0.67984 4.48528
H 0.47550 -3.17720 4.89571
H 1.08080 -1.99117 6.05790
H 2.53588 -3.84967 4.98368
H 0.40819 -1.11305 2.19887
C 5.10129 -3.77101 -2.39953
C 3.72563 -4.32594 -2.46515
O 2.72273 -3.27797 -2.26095
O 5.40287 -2.75178 -3.31697
H 5.77825 -4.61648 -2.58276
H 5.29268 -3.40444 -1.38093
H 3.55954 -5.19208 -1.82077
H 3.55448 -4.64079 -3.50420
H 2.83660 -2.79735 -1.42318
H 4.98572 -1.93666 -3.03374
C -4.36739 -0.87915 -3.64219
C -2.92811 -0.63807 -3.22871
O -2.51959 0.68035 -3.62514
O -4.74906 -2.19680 -3.06598
H -4.38835 -0.87222 -4.74177
H -5.04107 -0.11500 -3.24735
H -2.32251 -1.36009 -3.78794
H -2.74022 -0.80073 -2.15332
H -2.34411 0.69918 -4.56918
H -5.37942 -2.69901 -3.59666
C 3.77886 -1.79800 0.91620
O 2.73117 -1.78988 0.20261
N 3.69307 -1.92091 2.23771
N 4.99082 -1.70439 0.30937
H 2.78870 -2.09314 2.66057
H 4.52520 -2.01194 2.80882
H 5.85602 -1.69807 0.84253
H 4.96292 -1.23176 -0.58702
C 4.42594 0.85561 -2.66764
O 4.63321 -0.32252 -2.35253
N 5.10043 1.48155 -3.74622
N 3.45538 1.64251 -2.02439
H 4.61102 2.20478 -4.25631
H 5.74495 0.90143 -4.26323
H 3.43708 2.65268 -2.14641
H 2.82224 1.18279 -1.38240
C -0.60635 4.16233 2.06391
O -0.89919 3.07700 2.61952
N 0.48842 4.30899 1.20216
N -1.34519 5.35462 2.38196
H 0.97398 3.44620 0.92882
H 0.63884 5.15100 0.65017
H -2.06084 5.32056 3.10628
H -0.93848 6.25529 2.18814
C 1.39179 -1.70432 -5.36400
O 0.98418 -1.48846 -6.53272
N 1.07886 -0.76213 -4.27071
N 2.23566 -2.78807 -4.94498
H 1.62686 -0.80469 -3.41407
H 0.61790 0.13396 -4.42985
H 2.68679 -3.32751 -5.67200
H 2.62476 -2.75989 -4.00373
C -3.35539 0.96733 5.11318
O -3.38968 1.63979 6.17146
N -2.49545 1.31725 4.03931
N -4.22875 -0.13190 4.92078
H -2.51681 0.71358 3.22671
H -1.88501 2.12660 4.01957
H -4.78881 -0.53701 5.66334
H -3.89882 -0.80048 4.24147

Force components x, y, z for each atom (eV/Å):
C -0.441 0.674 -0.441
C -0.908 1.352 1.747
O 0.737 -0.097 0.210
O 0.923 -1.161 -1.182
H 0.040 -0.231 -0.322
H 0.081 0.141 0.528
H 0.117 -0.054 -0.394
H -0.392 -0.217 0.309
H -0.106 -0.271 -0.343
H 0.135 -0.166 -0.363
C -0.241 -0.132 0.570
C 0.485 -0.294 0.858
O 0.114 -0.412 -0.290
O -0.065 0.231 -0.680
H 0.196 -0.274 0.109
H -0.179 0.188 -0.180
H -0.178 0.508 -0.065
H 0.024 0.004 -0.016
H 0.020 0.194 -0.217
H -0.208 0.025 -0.005
C 1.205 0.014 0.236
C -0.199 0.235 -1.047
O -0.077 -0.706 -0.072
O -0.621 0.408 0.956
H -0.161 0.218 0.086
H -0.166 -0.280 -0.102
H 0.369 -0.140 -0.048
H -0.217 0.349 0.205
H -0.149 -0.053 -0.177
H -0.064 0.017 -0.085
C 0.389 0.660 0.147
C 0.022 0.054 -1.426
O 0.311 -0.839 1.505
O -0.426 -0.454 0.416
H -0.304 0.034 -0.025
H 0.475 0.048 -0.351
H -0.001 0.230 -0.796
H -0.265 -0.010 0.078
H 0.421 -0.005 0.336
H -0.263 -0.128 -0.067
C -1.461 0.893 1.778
C -0.162 0.559 -1.265
O 0.420 -0.923 -0.007
O 0.944 -0.173 -0.564
H 0.282 -0.392 0.306
H -0.412 -0.191 0.080
H 0.155 -0.227 -0.354
H 0.009 0.286 -0.050
H 0.081 0.074 -0.361
H 0.213 -0.001 0.308
C -1.357 -1.983 -1.853
C 0.293 1.624 1.041
O -0.373 -0.276 -0.319
O 1.790 0.394 0.539
H 0.088 -0.461 -0.401
H 0.161 0.246 -0.090
H 0.045 -0.095 0.506
H -0.453 0.115 0.141
H -0.024 0.354 0.276
H -0.368 0.110 -0.015
C 0.729 0.224 0.167
C -0.317 -0.125 0.738
O 0.044 0.008 -0.481
O -0.308 -0.286 0.251
H -0.331 -0.014 0.344
H -0.011 -0.155 -0.659
H 0.229 0.131 -0.097
H -0.089 0.016 -0.060
H -0.027 -0.016 -0.010
H -0.035 0.188 0.173
C 1.023 -0.195 0.911
C -1.435 0.991 -0.859
O 0.406 -0.731 -0.061
O 0.043 -0.742 -0.565
H 0.105 0.242 -0.013
H 0.043 -0.248 -0.063
H 0.044 0.210 0.231
H -0.114 -0.119 0.236
H 0.213 -0.186 0.199
H -0.159 0.459 0.104
C -0.438 -1.190 0.583
C 0.452 -0.332 -0.727
O -0.200 0.106 0.826
O 0.469 1.091 -0.334
H -0.314 -0.206 0.287
H 0.051 -0.020 -0.050
H 0.096 -0.084 0.373
H -0.219 0.378 -0.414
H 0.021 -0.140 -0.053
H 0.143 0.470 -0.161
C -0.903 -0.021 -1.042
O 0.952 0.107 0.408
N 0.748 -0.161 0.638
N 0.130 0.140 0.545
H -0.086 -0.065 -0.234
H -0.389 0.054 -0.164
H -0.480 0.142 -0.235
H 0.161 -0.044 -0.153
C -0.934 1.007 -0.660
O -0.073 1.103 0.083
N -0.816 -0.532 1.604
N 1.827 -0.720 -1.128
H 0.141 -0.270 0.122
H -0.245 0.000 0.093
H -0.029 -0.729 0.112
H 0.084 0.207 -0.128
C 0.371 0.939 0.690
O 0.516 1.521 -1.264
N -2.209 0.394 1.139
N 0.885 -1.757 -0.682
H 0.072 0.167 0.323
H -0.322 -0.434 0.200
H 0.581 -0.285 -0.368
H 0.008 -0.163 0.018
C 0.419 1.281 -0.185
O 0.954 -0.962 3.165
N 0.566 -1.746 -1.156
N -1.891 2.232 -1.012
H -0.214 -0.145 -0.420
H 0.408 -0.743 -0.479
H -0.218 0.346 0.166
H -0.194 -0.062 -0.292
C -0.074 1.462 1.819
O 0.138 -1.279 -2.259
N -1.790 -1.717 1.073
N 1.383 0.872 -0.797
H 0.172 0.237 0.082
H -0.454 -0.231 0.351
H 0.625 0.732 0.125
H -0.242 -0.194 -0.215

## Properties
Energy above the lowest of the compared OMol25 structures with the same formula, charge and spin, kJ/mol: 74.3
Kohn-Sham gap, eV: 9.08
Lowest unoccupied orbital energy, Eh: -0.0033

(2)
This record from OMol25 describes the molecule C3H4Cl3N3. The level of theory is the ωB97M-V functional and the def2-TZVPD basis.

Positions of all 13 atoms, in Å:
C -0.06338 0.42332 -0.13697
C -1.16402 1.14056 -0.31503
C 0.03789 -1.06942 -0.03997
N -2.44531 0.58646 -0.25136
N -0.81395 -1.61646 -1.09208
N -2.78808 -0.54578 0.03093
Cl -3.73108 1.82242 -0.67059
Cl -1.33173 -3.14793 -0.76451
Cl -2.43716 -1.20669 1.64379
H 0.87207 1.03961 -0.36560
H -1.07625 2.18508 -0.37367
H 1.01345 -1.53848 -0.15273
H -0.40811 -1.45528 0.88415

Force components x, y, z for each atom (eV/Å):
C 2.442 0.306 -1.080
C -0.212 -0.882 1.129
C -1.015 -0.609 -0.237
N 0.849 2.030 -0.311
N -0.042 0.746 -0.593
N -1.530 -1.661 -0.474
Cl 0.044 -0.224 -0.052
Cl 0.117 -0.752 0.105
Cl -0.098 0.276 0.807
H -1.217 -1.088 0.787
H -0.395 1.103 -0.387
H 0.372 0.454 0.029
H 0.686 0.300 0.278

## Properties
Kohn-Sham gap (spin up / spin down), eV: 7.33 / 7.87
Lowest unoccupied orbital energy (spin up / spin down), Eh: -0.0730 / -0.0332

(3)
This record from OMol25 describes the molecule C4H5FOS2. The level of theory is the ωB97M-V functional and the def2-TZVPD basis.

Positions of all 13 atoms, in Å:
C 0.84324 0.05529 -0.25189
C -0.52814 -0.16082 -0.86571
C -2.33187 0.34009 0.01808
C -1.49289 -0.94217 0.04417
H -0.00774 2.16699 0.14530
H -0.39050 -0.60751 -1.86224
H -3.31951 0.26478 -0.42259
H -2.39478 0.83312 0.99084
H -1.95018 -1.83729 -0.42010
O -1.40769 0.96242 -0.88672
F -1.01058 -1.27457 1.28473
S 1.15121 1.59235 0.50311
S 1.94112 -1.14252 -0.28861

Force components x, y, z for each atom (eV/Å):
C 0.165 0.164 -0.052
C 0.474 -0.363 -0.171
C -0.111 -0.343 0.232
C -0.599 -0.379 -0.189
H -0.079 -0.014 -0.030
H -0.027 0.211 0.271
H -0.185 -0.060 -0.052
H 0.121 0.061 -0.037
H 0.312 0.452 0.347
O 0.125 0.352 -0.169
F -0.051 -0.007 -0.099
S 0.096 -0.308 -0.067
S -0.240 0.235 0.018

## Properties
Energy above the lowest of the compared OMol25 structures with the same formula, charge and spin, kJ/mol: 73.7
Kohn-Sham gap, eV: 8.57
SMILES: F[C@H]1CO[C@H]1C(=S)S
Lowest unoccupied orbital energy, Eh: -0.0115